Molecular formula: C11H15N
Method: DFT, the ωB97M-V functional and the def2-TZVPD basis

Kohn-Sham gap   9.05 eV
Electronic energy   -13137.45617 eV
Energy above the lowest of the compared OMol25 structures with the same formula, charge and spin   3.335 eV
Molar mass   161.2 g/mol
Multiplicity   1
SMILES   Cc1c[nH]c2ccccc12.CC
E_HOMO   -8.12 eV
LUMO level   0.93 eV

Structure (XYZ):
```
27
Properties=species:S:1:pos:R:3:lowdin_charge:R:1
C -2.734 1.089 -0.779 -0.034
C -1.648 0.025 -0.667 -0.264
C -1.747 -1.313 -0.669 -0.027
N -0.443 -1.896 -1.055 0.090
C 0.412 -0.772 -1.130 -0.182
C 1.899 -0.716 -0.750 -0.030
C 2.444 0.484 -0.520 -0.148
C 1.770 1.786 -0.563 -0.077
C 0.364 1.738 -0.628 -0.030
C -0.222 0.423 -0.848 -0.162
H -3.540 0.766 -0.178 0.053
H -2.699 1.184 -1.846 0.081
H -2.359 2.027 -0.153 0.107
H -2.554 -1.939 -0.560 0.086
H -0.336 -2.803 -1.366 0.098
H 2.246 -1.808 -0.739 0.126
H 3.481 0.516 -0.352 0.078
H 2.406 2.689 -0.692 0.104
H -0.241 2.691 -0.412 0.121
C -0.421 -0.793 3.052 -0.172
C 0.823 0.057 2.868 -0.170
H -1.091 -0.382 2.252 0.044
H -0.323 -1.928 2.912 0.092
H -1.112 -0.410 3.868 0.073
H 0.840 0.980 3.451 0.076
H 1.095 0.104 1.807 0.042
H 1.652 -0.466 3.196 0.026
```

---

Molecular formula: CH3As4CuF24O
Method: DFT, the ωB97M-V functional and the def2-TZVPD basis

Kohn-Sham gap   3.93 eV
Electronic energy   -356353.33494 eV
Molar mass   850.2 g/mol
Multiplicity   1
E_HOMO   1.37 eV
LUMO level   5.30 eV
Total charge   -4

Structure (XYZ):
```
34
Properties=species:S:1:pos:R:3:lowdin_charge:R:1
Cu 5.601 15.671 0.687 0.709
As 2.515 11.106 -1.864 0.961
F 3.612 10.821 -3.356 -0.366
F 1.405 10.144 -2.758 -0.301
F 1.129 11.334 -0.638 -0.331
F 3.778 12.099 -1.005 -0.311
F 1.915 12.601 -2.699 -0.316
F 3.002 9.571 -0.971 -0.336
As 2.837 13.507 5.953 0.950
F 3.767 13.922 4.449 -0.326
F 3.542 11.815 5.721 -0.349
F 1.875 12.943 7.397 -0.338
F 2.352 15.171 6.270 -0.284
F 1.502 13.028 4.863 -0.293
F 4.392 13.956 6.884 -0.357
As -0.701 17.633 2.041 0.978
F 1.002 16.889 2.019 -0.330
F -0.482 17.743 3.874 -0.344
F -2.370 18.202 2.107 -0.311
F -0.747 17.631 0.138 -0.359
F -1.344 15.906 2.132 -0.330
F 0.022 19.239 1.985 -0.306
As 10.537 14.868 4.424 0.967
F 9.659 13.398 3.716 -0.340
F 11.898 13.825 4.964 -0.317
F 11.119 16.443 5.038 -0.308
F 9.127 15.772 3.626 -0.349
F 9.564 14.659 5.921 -0.299
F 11.487 15.016 2.836 -0.353
C 4.175 19.285 -1.437 -0.426
O 3.707 18.047 -1.810 -0.370
H 3.427 20.030 -1.167 0.037
H 4.780 19.059 -0.559 0.026
H 4.856 19.683 -2.189 0.020
```

---

Molecular formula: C4H5NO
Method: DFT, the ωB97M-V functional and the def2-TZVPD basis

Kohn-Sham gap   10.70 eV
Electronic energy   -7764.62455 eV
Energy above the lowest of the compared OMol25 structures with the same formula, charge and spin   1.902 eV
Molar mass   83.1 g/mol
Multiplicity   1
SMILES   CCC(=O)C#N
E_HOMO   -10.92 eV
LUMO level   -0.22 eV

Structure (XYZ):
```
11
Properties=species:S:1:pos:R:3:lowdin_charge:R:1
C -1.379 0.399 -0.261 -0.062
C -0.057 -0.359 -0.558 -0.155
C 0.726 -0.353 0.688 -0.502
O 0.228 -0.658 1.747 0.114
C 2.109 0.056 0.482 -0.109
N 3.066 0.664 0.260 0.185
H -1.172 1.092 0.570 0.083
H -2.161 -0.262 0.096 0.074
H -1.755 1.009 -1.095 0.079
H 0.413 -0.092 -1.511 0.120
H 0.189 -1.490 -0.431 0.173
```